Entry 1:
ORCA calculation (ωB97M-V with the def2-TZVPD basis set) on 6 unconnected molecules or ions with the total composition C49H57F2N9O7S2.

Computed properties:
**LUMO (spin up / spin down)**: -11.3639 / -11.3639 eV
**Spin multiplicity**: 2
**Charge**: +5

Cartesian coordinates (Å):
O: -16.988 -7.706 0.824
C: -16.147 -8.178 1.701
O: -15.218 -7.410 1.950
O: -16.302 -9.192 2.422
H: -16.303 -7.046 0.691
C: -20.608 -15.014 9.429
N: -20.527 -13.950 8.434
C: -21.679 -13.573 7.842
C: -21.666 -12.576 6.871
C: -20.429 -12.133 6.383
C: -19.297 -12.593 6.971
C: -19.381 -13.375 8.102
C: -20.292 -11.230 5.138
C: -19.494 -11.597 4.081
C: -19.323 -10.739 2.997
N: -20.127 -9.611 2.872
C: -20.958 -9.237 3.871
C: -21.034 -9.982 5.065
C: -20.215 -8.999 1.551
H: -21.620 -15.383 9.593
H: -20.347 -14.577 10.393
H: -20.010 -15.846 9.056
H: -22.580 -14.116 8.087
H: -22.534 -12.279 6.301
H: -18.289 -12.361 6.660
H: -18.506 -13.725 8.629
H: -18.873 -12.466 4.238
H: -18.677 -10.993 2.170
H: -21.689 -8.462 3.688
H: -21.658 -9.624 5.870
H: -20.772 -9.695 0.924
H: -19.186 -8.844 1.228
H: -20.647 -7.998 1.540
C: -17.144 -0.840 7.694
N: -16.160 -1.723 6.940
C: -14.978 -1.246 6.463
C: -14.027 -2.060 5.922
C: -14.242 -3.453 5.717
C: -15.461 -3.956 6.221
C: -16.392 -3.074 6.814
C: -13.246 -4.199 4.821
C: -13.631 -5.066 3.796
C: -12.708 -5.504 2.869
N: -11.394 -5.199 3.042
C: -10.963 -4.409 4.008
C: -11.869 -3.910 4.935
C: -10.387 -5.482 1.950
H: -16.804 0.195 7.679
H: -17.217 -1.236 8.707
H: -18.128 -1.028 7.264
H: -14.870 -0.172 6.484
H: -13.191 -1.551 5.464
H: -15.725 -4.975 5.981
H: -17.409 -3.259 7.126
H: -14.683 -5.264 3.656
H: -12.835 -6.174 2.031
H: -9.943 -4.066 3.920
H: -11.675 -3.116 5.641
H: -10.875 -5.840 1.043
H: -9.784 -6.348 2.221
H: -9.675 -4.677 1.769
C: -12.080 -8.862 2.247
N: -12.035 -10.167 1.586
C: -11.676 -11.263 2.320
C: -11.443 -12.440 1.700
C: -11.551 -12.587 0.343
C: -12.033 -11.524 -0.416
C: -12.332 -10.322 0.248
C: -11.234 -13.931 -0.220
C: -12.103 -14.559 -1.090
C: -11.704 -15.797 -1.641
N: -10.575 -16.385 -1.258
C: -9.690 -15.803 -0.412
C: -10.007 -14.549 0.138
C: -10.345 -17.678 -1.894
H: -11.248 -8.872 2.952
H: -13.079 -8.881 2.683
H: -11.927 -8.054 1.531
H: -11.469 -11.056 3.360
H: -10.985 -13.244 2.257
H: -12.149 -11.618 -1.486
H: -12.545 -9.372 -0.219
H: -13.045 -14.090 -1.334
H: -12.365 -16.284 -2.342
H: -8.751 -16.335 -0.392
H: -9.287 -14.085 0.795
H: -9.929 -17.357 -2.849
H: -11.290 -18.196 -2.059
H: -9.598 -18.156 -1.260
C: -19.363 -4.515 2.211
N: -19.009 -5.366 3.382
C: -19.921 -5.625 4.343
C: -19.574 -6.518 5.345
C: -18.287 -7.160 5.409
C: -17.409 -6.749 4.393
C: -17.812 -5.917 3.369
C: -17.883 -8.191 6.401
C: -18.453 -8.204 7.698
C: -17.982 -9.178 8.619
N: -17.050 -10.028 8.283
C: -16.560 -10.057 7.048
C: -16.914 -9.112 6.111
C: -16.621 -11.036 9.257
H: -20.373 -4.105 2.194
H: -19.265 -5.076 1.282
H: -18.598 -3.739 2.170
H: -20.891 -5.182 4.177
H: -20.270 -6.618 6.165
H: -16.364 -7.014 4.319
H: -17.160 -5.610 2.565
H: -19.143 -7.449 8.042
H: -18.370 -9.269 9.622
H: -15.755 -10.754 6.868
H: -16.412 -9.119 5.155
H: -15.833 -11.594 8.751
H: -17.462 -11.699 9.458
H: -16.208 -10.538 10.135
N: -15.880 -3.679 1.847
S: -14.690 -3.509 0.725
O: -13.315 -3.498 1.094
O: -14.992 -2.740 -0.474
F: -14.839 -5.013 0.111
S: -15.874 -2.268 2.337
O: -16.538 -1.258 1.559
O: -14.723 -1.819 3.095
F: -16.944 -2.539 3.564

=====

Entry 2:
ORCA calculation (ωB97M-V with the def2-TZVPD basis set) on a molecular structure, C49H57N8O2S2Sn.

Computed properties:
**LUMO**: -3.5915 eV
**Charge**: +1

Cartesian coordinates (Å):
Sn: -0.317 0.138 0.208
C: -6.251 1.423 0.897
C: -5.354 2.166 1.893
C: -4.013 1.515 2.047
C: -3.627 0.590 2.969
C: -4.452 -0.057 4.038
C: -4.873 -1.478 3.640
C: -2.261 0.260 2.678
C: -1.482 -0.585 3.436
C: -0.170 -0.903 3.183
C: 0.636 -1.762 4.011
C: 0.168 -2.423 5.269
C: 0.147 -1.449 6.456
C: 1.871 -1.803 3.446
C: 1.815 -0.977 2.267
C: 2.876 -0.780 1.411
C: 2.851 -0.017 0.270
N: 1.761 0.718 -0.153
C: 2.183 1.356 -1.295
C: 1.446 2.290 -1.981
C: 0.166 2.688 -1.666
N: -0.590 2.167 -0.634
C: -1.803 2.830 -0.715
C: -2.864 2.622 0.131
C: -2.886 1.732 1.183
N: -1.808 0.968 1.586
C: -1.791 3.785 -1.788
C: -0.567 3.701 -2.372
C: -0.009 4.531 -3.486
C: 0.913 5.641 -2.962
C: -2.947 4.654 -2.170
C: -3.042 5.923 -1.314
C: 3.547 1.005 -1.604
C: 3.970 0.172 -0.618
C: 5.326 -0.444 -0.454
C: 5.435 -1.827 -1.103
C: 4.283 1.435 -2.832
C: 3.778 0.690 -4.073
N: 0.567 -0.420 2.123
C: 3.086 -2.536 3.917
C: 4.024 -1.641 4.736
H: -7.207 1.934 0.786
H: -6.451 0.406 1.239
H: -5.783 1.366 -0.089
H: -5.847 2.205 2.864
H: -5.226 3.198 1.562
H: -5.341 0.545 4.228
H: -3.884 -0.092 4.971
H: -5.504 -1.455 2.750
H: -5.430 -1.958 4.444
H: -4.002 -2.092 3.408
H: -1.935 -1.012 4.322
H: 0.827 -3.259 5.500
H: -0.833 -2.835 5.117
H: 1.150 -1.071 6.656
H: -0.219 -1.942 7.356
H: -0.491 -0.590 6.247
H: 3.802 -1.286 1.649
H: 1.929 2.777 -2.818
H: -3.757 3.209 -0.038
H: -0.826 4.985 -4.047
H: 0.552 3.896 -4.177
H: 0.365 6.308 -2.296
H: 1.314 6.231 -3.785
H: 1.748 5.222 -2.398
H: -3.873 4.082 -2.076
H: -2.851 4.938 -3.219
H: -3.133 5.677 -0.255
H: -3.907 6.519 -1.603
H: -2.150 6.538 -1.440
H: 5.561 -0.522 0.610
H: 6.068 0.221 -0.896
H: 4.772 -2.544 -0.617
H: 6.457 -2.202 -1.035
H: 5.155 -1.782 -2.156
H: 5.347 1.241 -2.703
H: 4.168 2.512 -2.980
H: 3.878 -0.389 -3.940
H: 4.341 0.984 -4.959
H: 2.721 0.893 -4.249
H: 3.616 -2.944 3.055
H: 2.776 -3.387 4.525
H: 4.344 -0.771 4.159
H: 4.911 -2.194 5.042
H: 3.526 -1.276 5.635
O: 1.969 -3.896 1.229
C: 2.522 -4.112 0.015
C: 3.464 -5.136 -0.079
C: 4.067 -5.417 -1.287
C: 3.736 -4.691 -2.431
C: 2.804 -3.681 -2.341
C: 2.188 -3.367 -1.124
C: 1.162 -2.300 -1.078
O: 0.521 -2.061 0.036
N: 0.908 -1.657 -2.171
N: -0.135 -0.768 -2.009
C: -0.576 -0.284 -3.112
S: -2.013 0.700 -3.177
C: -2.144 0.687 -4.986
C: -0.740 0.587 -5.544
S: 0.122 -0.734 -4.651
H: 1.304 -3.187 1.125
H: 3.701 -5.695 0.817
H: 4.794 -6.217 -1.345
H: 4.205 -4.921 -3.377
H: 2.512 -3.113 -3.214
H: -2.634 1.614 -5.282
H: -2.752 -0.165 -5.284
H: -0.191 1.517 -5.395
H: -0.746 0.332 -6.602
N: -2.003 -2.546 -0.507
C: -3.154 -3.175 -0.763
C: -4.174 -2.298 -0.457
C: -3.528 -1.144 -0.007
N: -2.206 -1.307 -0.039
H: -1.047 -2.878 -0.538
H: -3.176 -4.184 -1.138
H: -5.232 -2.473 -0.543
H: -3.950 -0.219 0.339

=====

Entry 3:
ORCA calculation (ωB97M-V with the def2-TZVPD basis set) on a molecular structure, C49H58Cl5N5O3PPb.

Computed properties:
**LUMO (spin up / spin down)**: 2.2526 / 2.2506 eV
**Charge**: -1

Cartesian coordinates (Å):
Pb: 0.423 -0.382 0.161
O: -0.969 2.048 3.583
C: -0.413 1.942 2.506
N: -0.913 1.397 1.360
C: -2.175 1.685 0.982
O: -2.916 2.545 1.438
C: -2.683 0.874 -0.198
C: -4.033 0.950 -0.518
C: -4.505 0.226 -1.595
C: -3.613 -0.543 -2.330
C: -2.287 -0.567 -1.943
N: -1.835 0.124 -0.898
C: 1.011 2.448 2.374
C: 1.438 3.457 3.233
C: 2.718 3.956 3.081
C: 3.536 3.418 2.097
C: 3.028 2.401 1.304
N: 1.792 1.931 1.432
H: -4.666 1.577 0.092
H: -5.555 0.258 -1.859
H: -3.937 -1.124 -3.183
H: -1.551 -1.173 -2.453
H: 0.759 3.814 3.993
H: 3.077 4.751 3.722
H: 4.541 3.783 1.937
H: 3.632 1.946 0.527
Cl: 2.932 -2.285 -2.498
C: 2.743 -0.586 -2.931
C: 1.729 0.140 -2.340
C: 1.690 1.474 -2.695
Cl: 0.463 2.495 -1.945
C: 2.568 2.074 -3.594
Cl: 2.458 3.756 -3.996
C: 3.563 1.292 -4.177
Cl: 4.683 1.994 -5.292
C: 3.658 -0.055 -3.839
Cl: 4.910 -1.025 -4.549
C: -0.831 -5.291 -0.854
N: -0.991 -5.031 -2.272
C: -1.597 -6.069 -3.078
C: -1.171 -5.932 -4.526
C: -1.462 -4.515 -4.982
N: -0.809 -3.572 -4.101
C: -0.413 -2.297 -4.662
C: -0.624 -3.800 -2.754
O: -0.145 -2.947 -2.026
H: 0.042 -5.925 -0.668
H: -1.720 -5.801 -0.474
H: -0.705 -4.349 -0.318
H: -2.694 -6.024 -3.005
H: -1.288 -7.037 -2.676
H: -1.699 -6.656 -5.150
H: -0.098 -6.119 -4.609
H: -2.549 -4.345 -5.007
H: -1.087 -4.347 -5.993
H: 0.332 -2.442 -5.449
H: 0.024 -1.681 -3.880
H: -1.276 -1.777 -5.090
C: -1.112 -2.193 0.878
C: -2.408 -2.191 1.363
C: -2.771 -1.251 2.389
C: -3.999 -1.306 3.009
C: -4.962 -2.239 2.616
C: -4.668 -3.111 1.565
C: -3.436 -3.098 0.952
H: -2.056 -0.490 2.673
H: -4.224 -0.592 3.792
H: -5.927 -2.275 3.104
H: -5.420 -3.814 1.226
H: -3.227 -3.776 0.133
C: 3.069 0.061 6.675
C: 4.310 -0.142 5.781
C: 3.939 -0.426 4.321
C: 2.814 -1.458 4.232
C: 1.540 -0.902 4.935
C: 1.829 0.307 5.826
P: 2.378 -1.905 2.472
C: 1.596 -3.582 2.620
C: 0.330 -3.558 3.482
C: -0.536 -4.799 3.201
C: 0.315 -6.001 2.767
C: 1.658 -5.977 3.488
C: 2.490 -4.753 3.055
C: 3.990 -2.272 1.602
C: 5.126 -2.946 2.416
C: 6.499 -2.323 2.152
C: 6.739 -2.192 0.653
C: 5.700 -1.260 -0.004
C: 4.486 -0.997 0.894
H: 3.232 0.890 7.366
H: 2.900 -0.829 7.289
H: 4.906 -0.978 6.158
H: 4.954 0.741 5.818
H: 4.830 -0.771 3.799
H: 3.619 0.494 3.826
H: 3.143 -2.364 4.756
H: 1.095 -1.685 5.551
H: 0.784 -0.624 4.195
H: 0.958 0.502 6.454
H: 1.971 1.202 5.216
H: 1.255 -3.752 1.591
H: -0.257 -2.657 3.291
H: 0.622 -3.538 4.536
H: -1.266 -4.562 2.426
H: -1.099 -5.055 4.103
H: 0.489 -5.962 1.688
H: -0.219 -6.933 2.965
H: 2.223 -6.893 3.300
H: 1.475 -5.939 4.567
H: 3.142 -5.033 2.224
H: 3.139 -4.453 3.882
H: 3.673 -2.952 0.801
H: 5.182 -4.002 2.140
H: 4.918 -2.923 3.487
H: 7.271 -2.945 2.613
H: 6.574 -1.337 2.619
H: 6.675 -3.190 0.209
H: 7.751 -1.831 0.458
H: 5.359 -1.699 -0.942
H: 6.161 -0.303 -0.260
H: 3.674 -0.581 0.291
H: 4.737 -0.238 1.637

=====

Asked for maximum force across the records above, the calculation gives 9.0 1.0 0.4 eV/A in order.